one.
Formula: C2H4O3
Source: OMol25
Level of theory: the ωB97M-V functional and the def2-TZVPD basis

Geometry (Å):
C1 1.6628 0.1801 -0.3402
C2 -1.4721 -1.3697 0.6012
O1 1.1296 -0.7889 0.0908
O2 -1.0851 1.0356 -0.1007
O3 -1.9257 -0.3919 0.1067
H1 1.1432 0.9749 -1.0064
H2 2.7177 0.4750 0.0585
H3 -0.5785 -1.7929 1.0827
H4 -1.5918 1.6778 -0.4925

Output
E_HOMO (alpha / beta): -8.3 / -8.9 eV
Multiplicity: 1
Orbital gap (alpha / beta): 8.73 / 9.29 eV

Atom-resolved charges from Löwdin, all expressed in e: C -0.15; C 0.09; O -0.04; O -0.14; O -0.02; H 0.10; H 0.10; H 0.09; H -0.03

***

two.
Formula: C2H4O3
Source: OMol25
Level of theory: the ωB97M-V functional and the def2-TZVPD basis

Geometry (Å):
C1 -0.4995 -0.6279 0.0526
C2 0.7866 0.0214 -0.2063
O1 -2.8880 0.3337 -0.0427
O2 -1.4402 0.4390 -0.1737
O3 -0.8547 -1.6553 0.5039
H1 1.4751 -0.4328 0.4997
H2 0.5818 1.0401 -0.0829
H3 1.0972 -0.1714 -1.2497
H4 -3.2918 0.9569 -0.7192

Output
E_HOMO: -10.5 eV
Multiplicity: 1
SMILES: CC(=O)OO
Orbital gap: 11.18 eV

Atom-resolved charges from Löwdin, all expressed in e: C -0.49; C 0.02; O -0.01; O -0.10; O 0.16; H 0.10; H 0.07; H 0.11; H 0.13

***

two is the most stable structure; the next one sits 343.8 kJ/mol above it.

***

one.
Formula: C2H4O3
Source: OMol25
Level of theory: the ωB97M-V functional and the def2-TZVPD basis

Geometry (Å):
O1 1.3658 -1.3145 3.1269
C1 1.1209 -1.5762 1.9777
H1 0.5635 -2.4084 1.5290
H2 1.4309 -0.8539 1.2027
O2 -0.3244 -0.0016 -0.8479
C2 -0.7328 0.8451 -1.5825
O3 -0.9394 2.1064 -1.1140
H3 -0.8601 0.6900 -2.6632
H4 -1.6245 2.5130 -1.6286

Output
E_HOMO: -9.8 eV
Multiplicity: 1
SMILES: O=CO.C=O
Orbital gap: 10.21 eV

Atom-resolved charges from Löwdin, all expressed in e: O -0.01; C -0.15; H 0.08; H 0.07; O 0.08; C -0.37; O 0.08; H 0.14; H 0.09

***

two.
Formula: C2H4O3
Source: OMol25
Level of theory: the ωB97M-V functional and the def2-TZVPD basis

Geometry (Å):
C1 -0.0151 -0.4259 -0.0293
C2 -1.3766 0.0551 -0.1075
O1 0.5224 -1.4312 0.2366
O2 2.3619 0.3318 -0.1442
O3 1.0938 0.8938 -0.3001
H1 -1.5431 0.7246 -0.9977
H2 -1.8788 -0.9473 -0.2771
H3 -1.5619 0.6336 0.8424
H4 2.3975 0.1655 0.7769

Output
E_HOMO: -9.7 eV
Multiplicity: 1
SMILES: CC(=O)OO
Orbital gap: 10.39 eV

Atom-resolved charges from Löwdin, all expressed in e: C -0.35; C 0.00; O 0.16; O -0.07; O -0.16; H 0.11; H 0.12; H 0.12; H 0.06

***

three.
Formula: C2H4O3
Source: OMol25
Level of theory: the ωB97M-V functional and the def2-TZVPD basis

Geometry (Å):
O1 1.1906 0.5024 3.4029
C1 0.4538 0.9139 2.5580
H1 0.1659 1.8547 2.2175
H2 -0.1424 0.1917 2.0799
O2 -0.4432 0.1760 -0.8032
C2 -0.5513 -0.3937 -1.8341
O3 0.2475 -1.4915 -2.0182
H3 -1.3505 -0.1732 -2.5725
H4 0.4296 -1.5802 -3.0303

Output
E_HOMO: -9.7 eV
Multiplicity: 1
SMILES: O=CO.C=O
Orbital gap: 10.11 eV

Atom-resolved charges from Löwdin, all expressed in e: O 0.02; C -0.13; H 0.06; H 0.05; O 0.08; C -0.39; O 0.03; H 0.14; H 0.15

***

one is the most stable structure; the next one sits 39.5 kJ/mol above it.

***

one.
Formula: C4H8N3O2
Source: OMol25
Level of theory: the ωB97M-V functional and the def2-TZVPD basis

Geometry (Å):
C1 2.5270 1.2974 -0.6779
C2 -0.5129 -0.7004 -0.3596
C3 -1.5969 -0.4660 0.5221
C4 -2.6165 -1.5456 0.6918
N1 3.4500 1.1820 -1.5742
N2 0.4301 0.2860 -0.1248
N3 -1.5808 0.5208 1.3186
O1 -0.5321 -1.5959 -1.1712
O2 1.5341 0.4670 -0.9332
H1 2.5008 1.9784 0.2010
H2 -2.2124 -1.8577 1.6620
H3 -2.3480 -2.4099 0.1094
H4 -3.6664 -1.1592 0.6976
H5 4.2323 1.7466 -1.6012
H6 3.4622 0.3997 -2.1192
H7 -2.2715 0.6352 2.0429
H8 -0.7989 1.2217 1.3159

Output
E_HOMO (alpha / beta): -12.4 / -12.4 eV
Multiplicity: 1
SMILES: CC(=[NH2+])/C([O-])=N/OC=[NH2+]
Orbital gap (alpha / beta): 7.94 / 7.94 eV
Net charge: +1

Atom-resolved charges from Löwdin, all expressed in e: C -0.06; C -0.50; C -0.23; C 0.05; N 0.25; N 0.05; N 0.24; O 0.10; O 0.00; H 0.19; H 0.12; H 0.09; H 0.13; H 0.12; H 0.12; H 0.16; H 0.16

***

two.
Formula: C4H8N3O2
Source: OMol25
Level of theory: the ωB97M-V functional and the def2-TZVPD basis

Geometry (Å):
C1 0.5069 -0.6581 -1.1704
C2 -0.4425 0.1788 -1.6298
C3 -1.1936 1.2097 0.5381
C4 0.8440 -1.0022 0.2004
N1 -1.2007 0.9257 -0.8499
N2 0.0938 1.4144 0.9636
N3 -0.1565 -1.4049 1.0767
O1 -2.1031 1.1905 1.2947
O2 2.0947 -1.1982 0.6613
H1 1.1430 -1.1860 -1.8479
H2 -0.6303 0.3176 -2.7279
H3 -2.0180 1.1771 -1.3561
H4 0.8817 1.5921 0.3654
H5 -0.8959 -1.7894 0.5875
H6 0.0799 2.0527 1.7589
H7 0.1645 -1.9258 1.9686
H8 2.8321 -0.8940 0.1669

Output
E_HOMO: -13.9 eV
Multiplicity: 1
SMILES: NC(=O)N/C=C\C(=[NH2+])O
Orbital gap: 9.12 eV
Net charge: +1

Atom-resolved charges from Löwdin, all expressed in e: C -0.02; C -0.08; C -0.58; C -0.29; N 0.12; N 0.16; N 0.22; O 0.16; O 0.17; H 0.12; H 0.17; H 0.16; H 0.11; H 0.10; H 0.14; H 0.20; H 0.13

***

three.
Formula: C4H8N3O2
Source: OMol25
Level of theory: the ωB97M-V functional and the def2-TZVPD basis

Geometry (Å):
C1 -2.3839 0.8382 -0.6902
C2 0.3341 -0.4373 0.5503
C3 -1.1982 0.9712 -1.2046
C4 1.6795 -1.4390 2.2398
N1 0.1785 0.0889 -0.5668
N2 -0.7045 1.7301 -2.4093
N3 1.4069 -1.0509 0.9010
O1 -1.6613 2.3003 -2.8834
O2 0.4118 1.4767 -2.8324
H1 -3.3324 1.3621 -1.0532
H2 -2.3766 0.2179 0.1502
H3 -0.4522 -0.4742 1.1867
H4 0.7211 -1.5434 2.7406
H5 2.1739 -0.5860 2.8416
H6 2.3710 -2.3840 2.1986
H7 0.7765 0.0377 -1.3693
H8 2.0560 -1.1084 0.2005

Output
E_HOMO: -14.7 eV
Multiplicity: 1
SMILES: C=C(N/C=[NH+]/C)[N+](=O)[O-]
Orbital gap: 9.97 eV
Net charge: +1

Atom-resolved charges from Löwdin, all expressed in e: C 0.15; C -0.18; C -0.03; C -0.04; N 0.19; N -0.33; N 0.02; O 0.14; O 0.11; H 0.15; H 0.06; H 0.13; H 0.09; H 0.13; H 0.14; H 0.13; H 0.14

***

two is the most stable structure; the next one sits 286.7 kJ/mol above it.

***

one.
Formula: C24H29Cl5N6Pb
Source: OMol25
Level of theory: the ωB97M-V functional and the def2-TZVPD basis

Geometry (Å):
Pb1 0.0679 -0.0215 -0.9122
N1 0.3529 -2.0242 -2.3235
C1 1.1292 -3.0840 -1.6585
C2 2.3528 -2.4993 -0.9489
N2 2.0692 -1.3693 -0.0288
C3 3.2346 -0.4451 0.0331
C4 2.9186 0.8854 0.6905
N3 1.8970 1.5830 -0.1103
C5 1.7435 -1.8575 1.3222
C6 0.4229 -2.6088 1.3814
N4 -0.6098 -1.8597 0.6560
H1 -0.5322 -2.3780 -2.6747
H2 0.8741 -1.6762 -3.1236
H3 1.4921 -3.8221 -2.3756
H4 0.4676 -3.6088 -0.9786
H5 3.0481 -2.1460 -1.7016
H6 2.8576 -3.3008 -0.4022
H7 3.5500 -0.2557 -0.9913
H8 4.0713 -0.9227 0.5509
H9 3.8461 1.4534 0.7763
H10 2.5307 0.7625 1.7002
H11 2.2896 1.8834 -0.9995
H12 1.5584 2.4177 0.3575
H13 1.7010 -0.9991 1.9884
H14 2.5416 -2.5132 1.6844
H15 0.1557 -2.7456 2.4292
H16 0.5222 -3.6050 0.9607
H17 -1.1836 -1.3148 1.2938
H18 -1.2339 -2.4717 0.1396
C7 -0.4847 1.7195 2.0552
N5 -1.0108 0.9157 0.9221
C8 -2.2923 1.0033 0.6996
C9 -2.8907 0.3685 -0.3944
C10 -4.2226 0.2586 -0.7987
C11 -4.2146 -0.4625 -1.9931
C12 -2.8839 -0.7511 -2.2802
N6 -2.0840 -0.2572 -1.3094
C13 -0.9896 1.2345 3.3933
C14 -0.6253 -0.0129 3.8946
C15 -1.0929 -0.4495 5.1233
C16 -1.9347 0.3671 5.8708
C17 -2.2964 1.6119 5.3851
C18 -1.8294 2.0418 4.1472
H19 -0.7875 2.7607 1.9271
H20 0.5997 1.6817 2.0359
H21 -2.9217 1.5741 1.3816
H22 -5.0782 0.6473 -0.2672
H23 -5.0600 -0.7290 -2.6056
H24 -2.4900 -1.2532 -3.1524
H25 0.0515 -0.6410 3.3272
H26 -0.7970 -1.4172 5.5082
H27 -2.3025 0.0316 6.8309
H28 -2.9395 2.2558 5.9698
H29 -2.1159 3.0200 3.7767
Cl1 -1.2044 2.8912 -1.7517
C19 -0.1842 2.2782 -2.9995
C20 0.5975 1.1374 -2.7908
C21 1.5660 0.8426 -3.7446
Cl2 2.7139 -0.4415 -3.5132
C22 1.6738 1.5732 -4.9302
Cl3 2.8441 1.1558 -6.1007
C23 0.8193 2.6493 -5.1576
Cl4 0.9307 3.5395 -6.6024
C24 -0.1010 3.0182 -4.1786
Cl5 -1.0980 4.3814 -4.4134

Output
E_HOMO: -13.9 eV
Multiplicity: 1
Orbital gap: 6.66 eV
Net charge: +2

Atom-resolved charges from Löwdin, all expressed in e: Pb 1.46; N -0.03; C -0.19; C -0.17; N -0.21; C -0.17; C -0.20; N -0.02; C -0.16; C -0.19; N 0.01; H 0.10; H 0.02; H 0.14; H 0.10; H 0.07; H 0.15; H 0.08; H 0.15; H 0.14; H 0.10; H 0.09; H 0.10; H 0.10; H 0.15; H 0.13; H 0.12; H 0.08; H 0.11; C -0.15; N -0.10; C -0.11; C -0.37; C 0.01; C -0.04; C -0.12; N -0.12; C -0.23; C -0.05; C -0.06; C -0.06; C -0.05; C -0.03; H 0.13; H 0.09; H 0.16; H 0.13; H 0.11; H 0.11; H 0.08; H 0.11; H 0.12; H 0.12; H 0.12; Cl 0.78; C -0.69; C -0.30; C -0.66; Cl 0.80; C -0.70; Cl 0.76; C -0.69; Cl 0.78; C -0.70; Cl 0.76

***

two.
Formula: C24H29Cl5N6Pb
Source: OMol25
Level of theory: the ωB97M-V functional and the def2-TZVPD basis

Geometry (Å):
Pb1 0.1819 -0.7235 -0.1580
N1 0.1300 -2.6645 -1.7893
C1 0.0220 -2.2462 -3.1959
C2 -0.7866 -0.9645 -3.2662
N2 -0.2022 0.1411 -2.4647
C3 -1.1577 1.2715 -2.4421
C4 -2.2136 1.1272 -1.3672
N3 -1.5593 0.8863 -0.0739
C5 1.0935 0.5684 -3.0711
C6 1.6553 1.8743 -2.5104
N4 1.4832 1.9440 -1.0537
H1 0.9265 -3.2761 -1.6330
H2 -0.6942 -3.1928 -1.5133
H3 -0.4662 -3.0027 -3.8111
H4 1.0220 -2.1043 -3.6020
H5 -1.7936 -1.1559 -2.8926
H6 -0.8759 -0.6445 -4.3080
H7 -1.6398 1.3691 -3.4180
H8 -0.6124 2.1878 -2.2542
H9 -2.8971 0.3091 -1.5716
H10 -2.8024 2.0448 -1.3340
H11 -2.2401 0.5896 0.6217
H12 -1.1262 1.7402 0.2869
H13 0.9520 0.6737 -4.1516
H14 1.8136 -0.2288 -2.9124
H15 1.1632 2.7269 -2.9754
H16 2.7016 1.9366 -2.8140
H17 1.3105 2.8993 -0.7624
H18 2.3344 1.6522 -0.5891
C7 0.3590 0.8553 2.8836
N5 1.0849 0.4253 1.6904
C8 2.3705 0.3973 1.6762
C9 3.0644 -0.2196 0.5935
C10 4.4142 -0.4783 0.3993
C11 4.5094 -1.2685 -0.7567
C12 3.2188 -1.4679 -1.2146
N6 2.3365 -0.8249 -0.4085
C13 -0.5645 2.0152 2.6141
C14 -1.9091 1.9377 2.9606
C15 -2.7789 2.9764 2.6493
C16 -2.3111 4.0987 1.9822
C17 -0.9630 4.1967 1.6562
C18 -0.0936 3.1631 1.9774
H19 1.0782 1.1080 3.6688
H20 -0.2236 0.0026 3.2460
H21 2.9466 0.7978 2.5101
H22 5.2224 -0.1385 1.0278
H23 5.4066 -1.6593 -1.2071
H24 2.9032 -2.0312 -2.0799
H25 -2.2768 1.0683 3.4951
H26 -3.8209 2.9108 2.9336
H27 -2.9871 4.9085 1.7426
H28 -0.5889 5.0883 1.1703
H29 0.9617 3.2533 1.7475
Cl1 1.6389 -2.7009 2.2174
C19 -0.0730 -2.8955 2.1361
C20 -0.8063 -2.2501 1.1475
C21 -2.1516 -2.5596 1.0157
Cl2 -3.0436 -1.9286 -0.3306
C22 -2.8007 -3.4216 1.8953
Cl3 -4.4624 -3.7672 1.7109
C23 -2.0676 -4.0051 2.9312
Cl4 -2.8345 -5.0451 4.0374
C24 -0.6944 -3.7593 3.0406
Cl5 0.2140 -4.5202 4.2673

Output
E_HOMO: -14.2 eV
Multiplicity: 1
Orbital gap: 7.06 eV
Net charge: +2

Atom-resolved charges from Löwdin, all expressed in e: Pb 1.49; N -0.01; C -0.19; C -0.17; N -0.22; C -0.16; C -0.20; N -0.01; C -0.16; C -0.21; N 0.02; H 0.10; H 0.08; H 0.14; H 0.12; H 0.11; H 0.14; H 0.15; H 0.11; H 0.07; H 0.14; H 0.09; H 0.07; H 0.15; H 0.08; H 0.12; H 0.13; H 0.09; H 0.06; C -0.14; N -0.08; C -0.11; C -0.38; C 0.01; C -0.03; C -0.14; N -0.12; C -0.25; C -0.05; C -0.06; C -0.06; C -0.06; C -0.06; H 0.14; H 0.12; H 0.16; H 0.13; H 0.12; H 0.11; H 0.12; H 0.12; H 0.12; H 0.11; H 0.11; Cl 0.79; C -0.69; C -0.32; C -0.69; Cl 0.77; C -0.70; Cl 0.76; C -0.69; Cl 0.78; C -0.70; Cl 0.76

***

two is the most stable structure; the next one sits 61.0 kJ/mol above it.